(1)
Entry from the OMol25 dataset: an isolated molecule of C3H4N2OS in a non-equilibrium geometry (ωB97M-V/def2-TZVPD).

CARTESIAN COORDINATES (ANGSTROEM)
C  0.605  0.384  0.831
C  -0.238  -0.171  -0.071
C  -1.734  -0.154  -0.158
N  0.361  -0.898  -1.041
N  1.604  -0.926  -1.069
O  2.663  1.443  -0.206
S  2.302  0.089  0.211
H  0.429  0.796  1.903
H  -1.976  -0.881  0.656
H  -1.869  -0.523  -1.111
H  -2.148  0.841  0.054

Values from the calculation:
Energy above the lowest of the compared OMol25 structures with the same formula, charge and spin (kJ/mol): 391.9
Charge: 0
Lowest unoccupied orbital energy (eV): -1.5
E (a.u.): -699.5229
Highest occupied orbital energy (hartree): -0.3475

(2)
Entry from the OMol25 dataset: an isolated molecule of C4H6N2 (ωB97M-V/def2-TZVPD).

CARTESIAN COORDINATES (ANGSTROEM)
C  -1.979  -0.470  0.098
C  -0.530  -0.100  0.021
C  -0.057  1.224  -0.574
N  1.241  1.061  -0.418
C  1.644  -0.204  0.204
N  0.404  -0.874  0.450
H  -2.587  0.433  0.181
H  -2.169  -1.133  0.946
H  -2.284  -0.994  -0.814
H  2.192  -0.020  1.131
H  1.918  1.766  -0.678
H  2.280  -0.803  -0.457

Values from the calculation:
Energy above the lowest of the compared OMol25 structures with the same formula, charge and spin (kJ/mol): 207.2
Charge: 0
Lowest unoccupied orbital energy (eV): 0.5
E (a.u.): -265.4567
Highest occupied orbital energy (hartree): -0.3188

(3)
Entry from the OMol25 dataset: a structure of composition C33H40CsF6N3O7S2Si in a non-equilibrium geometry (ωB97M-V/def2-TZVPD).

CARTESIAN COORDINATES (ANGSTROEM)
Cs  -0.585  -2.027  -0.802
C  1.303  1.931  -0.616
C  1.047  3.359  -0.248
C  1.970  4.363  -0.514
C  1.716  5.689  -0.187
C  0.519  6.024  0.423
C  -0.428  5.046  0.718
C  -1.731  5.405  1.375
C  -0.150  3.720  0.382
N  -1.154  2.742  0.521
C  -1.354  2.055  1.560
C  -2.518  1.103  1.584
C  -0.540  2.168  2.829
C  -1.347  2.313  4.095
N  0.721  2.126  2.739
C  1.521  2.141  3.911
C  2.176  3.336  4.233
C  1.961  4.558  3.389
C  3.017  3.355  5.337
C  3.222  2.210  6.096
C  2.590  1.033  5.743
C  1.732  0.972  4.645
C  1.090  -0.336  4.273
H  2.279  1.828  -1.090
H  0.537  1.550  -1.300
H  1.288  1.301  0.277
H  2.901  4.089  -0.997
H  2.448  6.456  -0.413
H  0.306  7.056  0.683
H  -1.857  6.487  1.413
H  -1.785  5.029  2.401
H  -2.576  4.971  0.835
H  -2.614  0.588  0.623
H  -3.435  1.682  1.735
H  -2.449  0.368  2.388
H  -1.812  1.361  4.358
H  -2.157  3.026  3.932
H  -0.726  2.642  4.926
H  2.344  4.407  2.377
H  2.459  5.424  3.827
H  0.903  4.793  3.268
H  3.519  4.280  5.598
H  3.888  2.236  6.950
H  2.767  0.127  6.313
H  1.760  -1.162  4.506
H  0.857  -0.391  3.211
H  0.162  -0.501  4.828
O  -1.266  2.797  -2.847
C  -2.349  2.250  -3.480
C  -3.064  2.982  -4.424
C  -4.171  2.429  -5.050
C  -4.579  1.144  -4.725
C  -3.872  0.431  -3.766
C  -2.750  0.958  -3.140
C  -2.009  0.104  -2.122
O  -0.769  0.030  -2.252
O  -2.715  -0.458  -1.248
H  -1.138  3.688  -3.186
H  -2.742  3.992  -4.666
H  -4.709  3.007  -5.792
H  -5.436  0.698  -5.214
H  -4.167  -0.572  -3.486
C  -0.376  -5.939  -3.075
Si  -0.425  -4.501  -4.316
C  1.215  -3.532  -4.236
C  -0.243  -5.439  -5.992
C  -1.791  -3.425  -4.006
H  0.401  -6.677  -3.296
H  -1.343  -6.455  -3.100
H  -0.233  -5.593  -2.049
H  2.070  -4.072  -4.658
H  1.461  -3.257  -3.206
H  1.088  -2.596  -4.790
H  0.631  -6.101  -6.018
H  -0.158  -4.718  -6.813
H  -1.142  -6.037  -6.175
H  -2.751  -3.795  -3.645
H  -1.814  -2.395  -4.360
F  0.704  -5.469  3.386
C  0.495  -4.338  2.713
F  1.468  -3.480  3.017
F  -0.655  -3.813  3.160
S  0.382  -4.611  0.853
O  1.116  -3.499  0.308
O  -1.031  -4.632  0.605
N  0.983  -6.036  0.595
S  2.526  -6.357  0.768
O  2.687  -7.756  1.032
O  3.250  -5.398  1.558
C  3.212  -6.155  -0.933
F  4.522  -6.452  -0.903
F  3.078  -4.908  -1.365
F  2.623  -6.978  -1.792

Values from the calculation:
Energy above the lowest of the compared OMol25 structures with the same formula, charge and spin (kJ/mol): 37.9
Charge: -2
Lowest unoccupied orbital energy (eV): 3.4
E (a.u.): -3677.7104
Highest occupied orbital energy (hartree): -0.0017

Listing orbital gap for the structures above in their given order: 7.99; 9.22; 3.49 eV.